Entry from OMol25: 2 unconnected molecules or ions with the total composition C4H13N2O2 in a non-equilibrium geometry (ωB97M-V/def2-TZVPD).

```
! RIJCOSX wB97M-V def2-TZVPD def2/J DEFGRID3
* xyz 0 2
N 0.8560 -1.6610 -1.8094
C 0.0119 -1.1934 -0.6391
C 0.9027 -1.5739 0.4946
C 0.0810 0.3422 -0.6118
N -0.8263 1.2170 -0.2479
C -2.1612 1.0272 0.4008
O 1.1062 0.7896 -1.0926
H 1.4453 -2.5237 -1.5950
H 0.2665 -1.7798 -2.6825
H 1.5379 -0.7362 -2.0301
H -1.0265 -1.6760 -0.6350
H 1.8615 -1.0691 0.4692
H 0.8185 -1.3715 1.5456
H 1.2375 -2.6027 0.5129
H -0.6349 2.2152 -0.4600
H -2.8463 0.4236 -0.1433
H -2.5781 2.0545 0.5011
H -2.0662 0.7825 1.4376
H 0.1378 2.0125 2.5826
H 1.3424 2.8221 2.1923
O 0.5341 2.5008 1.8096
*
```

Summary:
- LUMO level (spin up / spin down) (eV) = 0.44 / 0.32
- highest occupied orbital energy (spin up / spin down) (Eh) = -0.088 / -0.309
- E_tot (Ha) = -420.00750

Results of the Mulliken charge analysis, in e, for atoms 1 through 8: -0.42, -0.29, -1.94, 0.55, -0.12, -1.36, -0.91, 0.36